Density functional theory data (ωB97M-V with the def2-TZVPD basis set) for a structure of composition C28H31AsCaN4O6S at a distorted geometry.

As for the lowest unoccupied orbital energy: 4.5960 eV. The charge is -2. The calculation puts the HOMO energy at -1.39 eV. For the total energy, the calculation gives -137901.1885 eV. The calculation puts the max |F| at 0.03259 Eh/bohr. The calculation puts the orbital gap at 6.0 eV.

Structure (XYZ):
```
72
Properties=species:S:1:pos:R:3:forces:R:3
Ca 0.125 -0.141 0.275 -0.1242 -0.2876 -0.5910
C -2.259 1.895 -2.677 0.0809 -0.0572 0.0904
C -3.229 2.020 -1.495 -0.0367 0.0451 0.0138
C -2.731 1.458 -0.156 0.2535 -0.0599 -0.0259
N -2.122 0.148 -0.340 -0.5094 0.0091 -0.1577
C -2.845 -0.905 -0.503 -0.0581 -0.3632 -0.1004
C -4.274 -0.967 -0.292 0.1704 -0.0447 -0.0805
C -5.221 -1.827 -0.789 -0.1082 0.0520 0.0005
C -5.110 -2.888 -1.696 0.1706 0.0691 0.0545
C -3.899 -3.394 -2.157 -0.0035 -0.0723 -0.0260
C -2.600 -3.125 -1.774 0.0111 0.1622 0.1593
C -2.073 -2.186 -0.810 -0.3754 0.1351 -0.0335
N -0.919 -2.289 -0.232 -0.0566 -0.2436 -0.2163
C -0.181 -3.534 -0.351 0.1069 0.2168 -0.0440
C 0.925 -3.502 -1.415 -0.0262 0.0294 -0.0473
C 2.044 -2.490 -1.128 -0.2283 0.0444 0.0684
N 1.631 -1.115 -1.329 0.3055 -0.1559 -0.2097
C 1.950 -0.507 -2.427 -0.0655 0.2011 -0.1687
C 2.478 -1.162 -3.597 -0.0400 0.1443 0.1097
C 3.179 -0.662 -4.678 0.0225 -0.0692 -0.0635
C 3.651 0.617 -4.946 -0.1163 -0.0009 0.1708
C 3.380 1.735 -4.146 0.0283 0.0737 -0.0423
C 2.512 1.906 -3.097 -0.0724 -0.2234 0.0248
C 1.605 0.976 -2.456 0.0728 -0.1790 -0.1385
N 0.549 1.301 -1.785 0.2207 0.1457 0.1130
C 0.067 2.675 -1.759 -0.1118 -0.2027 0.1027
C -1.091 2.883 -2.742 -0.0092 0.0829 -0.0126
H -2.839 2.013 -3.598 -0.0257 0.0307 -0.0046
H -1.858 0.880 -2.695 -0.0088 -0.0088 -0.0271
H -4.143 1.481 -1.760 -0.0064 0.0001 -0.0056
H -3.509 3.071 -1.348 -0.0083 -0.0111 -0.0242
H -3.537 1.452 0.581 -0.0789 0.0011 -0.0226
H -1.972 2.116 0.275 0.0092 -0.0400 -0.0052
H -4.649 -0.184 0.357 -0.0116 0.0156 -0.0071
H -6.234 -1.609 -0.455 -0.0105 0.0001 -0.0145
H -6.024 -3.340 -2.063 -0.0152 -0.0032 -0.0017
H -3.982 -4.167 -2.920 0.0004 -0.0132 0.0059
H -1.841 -3.715 -2.274 -0.0113 -0.0054 -0.0020
H -0.855 -4.377 -0.541 0.0057 -0.0666 -0.0205
H 0.299 -3.718 0.618 -0.0108 0.0217 0.0101
H 0.487 -3.283 -2.394 0.0147 -0.0120 0.0064
H 1.371 -4.503 -1.469 -0.0147 -0.0134 -0.0055
H 2.934 -2.730 -1.719 0.0208 -0.0545 -0.0419
H 2.329 -2.595 -0.073 0.0019 0.0280 -0.0051
H 2.286 -2.228 -3.626 0.0173 -0.0014 -0.0219
H 3.438 -1.417 -5.419 0.0117 0.0004 -0.0057
H 4.285 0.755 -5.814 0.0094 0.0028 -0.0149
H 3.920 2.640 -4.420 0.0069 -0.0029 -0.0219
H 2.497 2.901 -2.673 -0.0023 0.0138 -0.0112
H 0.835 3.417 -1.985 0.0325 0.0354 -0.0176
H -0.259 2.891 -0.739 -0.0130 -0.0485 -0.0068
H -0.671 2.842 -3.753 0.0021 -0.0088 -0.0033
H -1.465 3.906 -2.598 -0.0185 -0.0086 -0.0402
O -1.282 -0.399 4.910 -0.2185 -0.3369 0.3621
As -0.818 0.607 3.514 -0.2415 -0.1725 -0.9692
O -1.883 1.852 3.410 0.2962 -0.2312 0.0529
O -0.702 -0.543 2.287 -0.2287 0.6749 1.5169
C 0.906 1.183 4.267 0.1770 0.1147 -0.2101
C 1.011 1.216 5.653 0.0708 0.0569 -0.0633
C 2.166 1.690 6.265 -0.0553 -0.0306 0.0380
C 3.230 2.141 5.501 0.0665 0.0306 0.0024
C 3.150 2.111 4.115 -0.1180 -0.0440 0.1057
C 1.998 1.632 3.510 -0.1218 -0.0789 0.3368
S 1.963 1.520 1.743 -0.5397 -0.0789 0.0266
O 2.988 2.380 1.213 0.2017 0.1371 0.1164
O 2.143 0.086 1.474 0.4924 0.4709 0.0522
O 0.577 1.920 1.410 0.6792 0.1388 -0.0556
H -1.851 -1.085 4.536 0.1550 0.0534 0.0413
H 0.180 0.865 6.250 0.0030 -0.0004 0.0207
H 2.232 1.709 7.347 -0.0101 0.0028 -0.0016
H 4.125 2.516 5.984 0.0035 0.0009 -0.0093
H 3.961 2.458 3.490 -0.0094 -0.0103 -0.0042
```
Positions in Å, forces in eV/Å.

Here are the Mulliken charges for atoms 1 to 8, given in e: 2.042 -0.548 -0.825 -1.114 0.255 0.533 -0.743 -0.310